(1)
{
  "formula": "C12H29FN2O6PSSi",
  "method": "ωB97M-V with the def2-TZVPD basis set",
  "total_charge": 1,
  "total_energy_ha": -2164.269660,
  "orbital_gap_ev": 5.8,
  "molar_mass_da": 407.497,
  "max_force_ev_per_a": 6.76,
  "elements": ["C", "Si", "C", "C", "N", "P", "O", "O", "O", "S", "O", "O", "F", "H", "H", "H", "H", "H", "H", "H", "H", "H", "H", "H", "C", "C", "C", "C", "C", "C", "N", "O", "C", "C", "C", "H", "H", "H", "H", "H", "H", "H", "H", "H", "H", "H", "H", "H", "H", "H", "H", "H", "H"],
  "xyz": [[-2.990, 1.455, -0.134], [-3.408, -0.220, -0.907], [-2.194, -1.499, -0.222], [-5.136, -0.697, -0.214], [-3.578, -0.214, -2.713], [-4.056, 1.322, -3.363], [-3.087, 2.406, -3.174], [-5.502, 1.637, -2.654], [-4.401, 1.241, -4.956], [-2.282, -0.895, -3.513], [-2.408, -0.831, -4.933], [-1.008, -0.391, -3.088], [-2.392, -2.461, -3.126], [-2.217, 2.031, -0.687], [-3.911, 2.079, -0.110], [-2.700, 1.249, 0.928], [-2.531, -2.543, -0.383], [-2.032, -1.256, 0.856], [-1.208, -1.358, -0.722], [-5.550, 0.153, 0.376], [-5.822, -0.900, -1.075], [-5.078, -1.607, 0.418], [-5.972, 0.776, -2.638], [-3.602, 1.526, -5.440], [2.313, 2.071, 1.690], [2.056, 0.648, 2.236], [3.204, 0.213, 3.173], [4.480, -0.178, 2.439], [4.184, -1.263, 1.408], [3.082, -0.860, 0.406], [1.858, -0.316, 1.099], [1.216, -1.253, 1.512], [3.652, 0.177, -0.591], [2.764, -2.076, -0.485], [0.793, 0.833, 3.099], [2.580, 2.745, 2.504], [3.120, 2.142, 0.967], [1.416, 2.474, 1.214], [2.879, -0.643, 3.776], [3.423, 1.014, 3.881], [4.933, 0.698, 1.969], [5.212, -0.553, 3.159], [5.099, -1.504, 0.865], [3.891, -2.177, 1.937], [2.854, 0.648, -1.171], [4.323, -0.301, -1.303], [4.246, 0.955, -0.119], [2.454, -2.952, 0.089], [3.647, -2.376, -1.046], [1.976, -1.841, -1.206], [-0.075, 1.082, 2.483], [0.938, 1.647, 3.808], [0.552, -0.055, 3.685]],
  "forces_ev_per_angstrom": [[-0.1, 0.2, -0.3], [-1.0, -0.1, 2.5], [0.7, 0.2, -0.7], [0.1, 0.2, -0.7], [0.9, -0.4, -0.6], [-0.9, 2.6, -1.8], [0.0, -0.7, 0.7], [1.7, -2.1, -0.7], [0.2, -0.8, 1.8], [1.6, 0.2, -2.4], [-1.3, -0.4, 0.7], [-0.9, -0.8, 1.5], [-0.2, 1.9, 0.2], [-0.4, -0.4, 0.5], [0.6, -0.3, 0.0], [-0.1, 0.2, -0.8], [0.2, 0.6, 0.3], [-0.4, -0.3, -0.7], [-0.5, -0.3, 0.3], [0.2, -0.7, -0.4], [0.3, 0.0, 0.8], [-0.1, 0.6, -0.4], [-0.3, 0.7, 0.1], [-0.4, -0.2, 0.2], [0.3, 0.1, -0.5], [-1.0, 4.5, 0.6], [0.8, -1.2, -0.4], [-0.1, 0.1, -0.1], [-0.2, 0.3, 1.4], [1.9, 0.4, -4.2], [2.3, -4.2, 4.8], [-1.7, 0.6, -1.5], [0.0, 0.6, 0.2], [-0.9, -0.3, 0.6], [-0.4, -1.0, -0.2], [-0.1, -0.2, 0.1], [0.0, -0.1, 0.0], [0.0, -0.1, 0.0], [-0.2, 0.0, -0.2], [-0.4, 0.2, -0.2], [0.0, 0.0, 0.0], [0.0, 0.0, 0.0], [-0.3, 0.1, -0.4], [-0.2, 0.0, -0.1], [0.0, 0.0, 0.0], [-0.1, -0.2, 0.1], [-0.1, 0.1, 0.1], [-0.1, 0.1, 0.0], [0.1, 0.3, 0.1], [0.1, 0.0, 0.0], [0.1, 0.0, 0.0], [0.3, 0.0, -0.2], [0.0, 0.0, -0.1]]
}

(2)
{
  "formula": "C26H28N2O7",
  "method": "ωB97M-V with the def2-TZVPD basis set",
  "total_energy_ha": -1643.817965,
  "orbital_gap_ev": 9.0,
  "molar_mass_da": 480.517,
  "smiles": "CCC[C@]1(C(=O)OCC)N[C@H](c2ccc(O)cc2)[C@H]2C(=O)N(c3ccc4c(c3)OCCO4)C(=O)[C@H]21",
  "de_lowest_kj_mol": 8.0,
  "max_force_ev_per_a": 0.67,
  "elements": ["C", "C", "C", "H", "H", "C", "N", "H", "C", "C", "C", "C", "C", "C", "C", "H", "H", "O", "H", "H", "H", "H", "C", "C", "O", "N", "C", "O", "C", "H", "C", "C", "C", "C", "C", "C", "H", "H", "O", "C", "C", "H", "O", "H", "H", "H", "H", "H", "C", "O", "O", "C", "C", "H", "H", "H", "H", "H", "H", "H", "H", "H", "H"],
  "xyz": [[-3.421, -4.194, -1.834], [-3.038, -2.797, -1.363], [-1.825, -2.846, -0.435], [-0.972, -3.291, -0.950], [-2.065, -3.483, 0.418], [-1.404, -1.470, 0.090], [-2.546, -0.714, 0.575], [-2.855, -1.020, 1.490], [-2.254, 0.711, 0.546], [-3.502, 1.540, 0.386], [-3.506, 2.863, 0.807], [-4.629, 3.650, 0.637], [-5.768, 3.121, 0.042], [-5.767, 1.798, -0.386], [-4.639, 1.020, -0.218], [-4.630, -0.005, -0.552], [-6.656, 1.401, -0.849], [-6.898, 3.858, -0.140], [-6.761, 4.753, 0.195], [-4.623, 4.681, 0.966], [-2.620, 3.282, 1.259], [-1.720, 1.045, 1.448], [-1.308, 0.859, -0.674], [-0.064, 1.643, -0.315], [-0.005, 2.783, 0.054], [1.028, 0.807, -0.495], [0.696, -0.465, -0.912], [1.479, -1.352, -1.128], [-0.815, -0.542, -1.009], [-1.111, -0.895, -1.996], [2.358, 1.181, -0.169], [3.374, 0.956, -1.083], [4.679, 1.303, -0.763], [4.961, 1.860, 0.489], [3.925, 2.096, 1.385], [2.627, 1.761, 1.063], [1.825, 1.932, 1.762], [4.167, 2.537, 2.339], [6.239, 2.179, 0.872], [7.229, 1.609, 0.045], [6.852, 1.784, -1.425], [6.729, 2.854, -1.641], [5.653, 1.097, -1.704], [7.612, 1.362, -2.084], [7.329, 0.537, 0.266], [8.162, 2.122, 0.281], [3.177, 0.511, -2.044], [-1.830, 1.347, -1.499], [-0.325, -1.591, 1.185], [0.026, -0.645, 1.851], [0.144, -2.820, 1.320], [1.253, -3.025, 2.203], [2.500, -3.331, 1.389], [2.370, -4.258, 0.837], [3.356, -3.426, 2.051], [2.683, -2.531, 0.675], [1.391, -2.123, 2.808], [0.982, -3.865, 2.847], [-2.826, -2.173, -2.232], [-3.873, -2.346, -0.827], [-2.597, -4.654, -2.375], [-3.669, -4.829, -0.987], [-4.283, -4.151, -2.495]],
  "forces_ev_per_angstrom": [[0.0, 0.2, 0.0], [0.1, -0.2, 0.2], [-0.2, 0.3, -0.2], [0.0, -0.1, 0.1], [0.1, -0.1, 0.0], [0.2, -0.4, 0.1], [0.2, 0.0, 0.0], [0.0, 0.0, 0.0], [0.0, 0.4, 0.1], [0.0, 0.0, 0.2], [-0.1, -0.1, 0.0], [-0.2, 0.1, -0.1], [0.3, -0.1, 0.1], [-0.2, 0.3, 0.0], [0.1, 0.1, 0.1], [0.0, -0.1, 0.0], [-0.1, -0.1, -0.1], [-0.2, 0.1, 0.0], [0.0, -0.1, 0.0], [0.0, 0.1, 0.0], [0.1, 0.1, 0.1], [-0.1, -0.1, -0.2], [-0.1, -0.1, 0.2], [-0.3, 0.0, -0.3], [0.0, 0.1, 0.1], [0.5, 0.2, -0.1], [-0.3, 0.0, -0.3], [0.0, -0.2, -0.1], [-0.1, -0.1, 0.0], [0.1, 0.0, 0.0], [0.4, 0.1, 0.0], [0.1, 0.1, 0.1], [-0.1, 0.1, 0.1], [-0.1, -0.1, -0.1], [0.2, 0.0, -0.2], [0.0, -0.1, -0.1], [-0.1, 0.0, 0.1], [0.0, 0.0, 0.1], [-0.3, 0.2, 0.1], [0.2, -0.2, -0.5], [0.4, 0.2, 0.4], [0.0, -0.1, 0.0], [-0.3, -0.2, 0.0], [0.0, 0.1, 0.1], [0.0, 0.1, 0.0], [-0.1, -0.1, -0.1], [0.0, 0.0, -0.1], [0.1, 0.0, 0.1], [-0.4, 0.1, 0.2], [0.0, 0.1, 0.0], [-0.1, -0.3, -0.1], [0.5, 0.1, 0.4], [-0.4, 0.1, 0.0], [0.1, -0.1, -0.1], [0.1, 0.0, 0.1], [0.1, 0.0, 0.0], [-0.1, -0.2, -0.1], [0.0, 0.1, -0.1], [-0.1, 0.1, 0.0], [0.0, 0.1, -0.1], [0.1, -0.1, -0.1], [0.0, -0.1, 0.1], [-0.1, -0.1, -0.1]]
}

(3)
{
  "formula": "C6H13N2S",
  "method": "ωB97M-V with the def2-TZVPD basis set",
  "total_charge": 1,
  "total_energy_ha": -743.582350,
  "orbital_gap_ev": [5.7, 9.3],
  "molar_mass_da": 145.251,
  "de_lowest_kj_mol": 827.2,
  "max_force_ev_per_a": 4.94,
  "elements": ["C", "C", "C", "C", "C", "C", "N", "N", "S", "H", "H", "H", "H", "H", "H", "H", "H", "H", "H", "H", "H", "H"],
  "xyz": [[-0.741, 1.015, -3.187], [-0.644, 0.066, -3.870], [1.871, -0.628, -0.222], [0.707, -1.500, -0.619], [0.815, 0.398, 0.205], [-0.710, 0.487, 2.814], [-0.406, 1.760, 3.099], [-0.254, -0.420, -0.581], [-2.246, 0.055, 2.007], [-0.556, 1.825, -2.581], [-1.039, -0.686, -4.575], [2.532, -0.898, 0.680], [2.481, -0.174, -1.064], [0.680, -2.132, -1.451], [0.712, -2.144, 0.234], [0.823, 1.510, 0.277], [0.183, 0.037, 2.650], [-0.981, 2.632, 3.019], [0.501, 1.918, 3.484], [-0.610, -0.179, -1.664], [-1.212, -0.724, -0.122], [-2.527, -0.896, 2.801]],
  "forces_ev_per_angstrom": [[0.5, 1.6, 1.2], [-1.6, -3.5, -3.1], [1.6, 2.7, 0.4], [1.7, -1.2, 1.4], [-1.3, -0.2, -0.3], [-2.3, 2.0, -1.2], [-1.4, 2.3, 0.3], [-3.3, 0.6, -1.3], [1.4, 1.9, -0.8], [0.0, 1.5, 0.9], [1.0, 0.5, 0.7], [-0.8, -0.1, -1.8], [-0.4, -0.8, 0.9], [0.2, -0.5, -1.6], [-1.4, -0.6, 0.6], [-0.2, -1.0, -0.4], [2.3, -2.8, -0.3], [0.4, -1.7, 0.2], [0.5, 0.2, 0.1], [1.5, -0.1, 2.8], [2.1, 1.1, -0.3], [-0.6, -1.8, 1.3]]
}